Entry 1:
{
  "formula": "C7H10",
  "method": "the ωB97M-V functional and the def2-TZVPD basis",
  "species": ["C", "C", "C", "C", "C", "C", "C", "H", "H", "H", "H", "H", "H", "H", "H", "H", "H"],
  "xyz": [[-2.845172, 0.884741, 0.590666], [-1.802527, 1.026743, -0.248230], [-0.408167, 1.055920, 0.168267], [0.580563, 0.144811, -0.053736], [1.950691, 0.374082, 0.658119], [0.361910, -1.102320, -0.820398], [1.216104, -2.071052, -0.944803], [-2.841339, 0.649224, 1.643535], [-3.827191, 0.941717, 0.165493], [-1.960673, 1.065305, -1.335784], [-0.221411, 1.985556, 0.566256], [2.758445, -0.283269, 0.373449], [2.428312, 1.478168, 0.559014], [1.846372, 0.284374, 1.800522], [-0.656123, -1.285693, -1.164425], [2.233513, -2.067708, -0.543504], [1.186696, -3.080593, -1.414443]],
  "atomic_forces_ev_per_a": [[0.4200, 0.0594, -1.2681], [-1.0913, -1.1284, 0.0632], [0.8629, -2.4181, -1.3135], [0.3496, 1.1588, 0.9046], [0.2543, 2.5019, 1.2354], [-1.8146, 0.9245, 0.7952], [3.0441, -2.8146, -0.2432], [0.5844, 0.2864, 0.1661], [-0.4582, -0.0769, -0.1779], [-0.3369, 0.2877, 0.4480], [1.1495, 1.7959, 1.5130], [-0.0654, -0.2876, -0.2631], [-1.4611, -2.3608, -0.1592], [-0.0650, -0.1252, -1.6861], [0.1102, 0.3368, -0.1644], [-0.2406, 0.7944, 0.1898], [-1.2418, 1.0660, -0.0399]],
  "lowdin_charge": [0.01, -0.19, -0.10, -0.25, -0.07, -0.15, -0.01, 0.06, 0.04, 0.11, 0.08, 0.03, 0.12, 0.09, 0.11, 0.05, 0.07],
  "relative_energy_kcal_mol": 61.3,
  "homo_energy_ev": -8.57,
  "gap_ev": 9.35
}

---

Entry 2:
{
  "formula": "C4H8NO",
  "method": "the ωB97M-V functional and the def2-TZVPD basis",
  "species": ["C", "C", "C", "C", "N", "O", "H", "H", "H", "H", "H", "H", "H", "H"],
  "xyz": [[-0.229924, 0.830312, 0.846381], [0.490092, -0.583223, 1.016774], [1.996889, -0.746598, 0.989695], [-2.037683, 0.679638, -1.968617], [-0.666719, 0.312314, -0.283457], [-0.097302, -0.934773, -0.287672], [-0.463622, 1.706015, 1.402192], [-0.010915, -1.153548, 1.854568], [2.495639, -0.461202, 2.008660], [2.497485, -0.033828, 0.259704], [2.285106, -1.628773, 0.436832], [-1.768189, -0.365200, -2.273597], [-1.410767, 1.470984, -2.208106], [-3.080090, 0.907883, -1.793356]],
  "atomic_forces_ev_per_a": [[2.4497, -3.5258, 2.2906], [0.6021, 0.1170, 3.2630], [1.3019, 2.8406, 0.1117], [-1.3216, -2.6060, 0.0470], [-1.0737, -0.6089, -5.4813], [-1.0916, 2.9649, 1.1995], [-0.0420, 0.6671, -0.0276], [0.5617, 0.1778, -1.1458], [-1.0020, -1.3032, -1.8257], [-0.9736, -0.0573, 0.8371], [-0.0708, -1.0789, 0.9165], [-0.4052, 1.3432, 0.1603], [1.0868, 1.1914, -0.4374], [-0.0218, -0.1218, 0.0922]],
  "lowdin_charge": [0.17, -0.24, -0.02, 0.16, 0.06, 0.13, 0.14, 0.18, 0.15, 0.11, 0.09, 0.05, 0.00, 0.03],
  "relative_energy_kcal_mol": 113.8,
  "homo_energy_ev": [-11.61, -16.30],
  "total_charge": 1,
  "gap_ev": [5.89, 7.25],
  "multiplicity": 3
}

---

Number 2 is which compound?
C4H8NO

---

Which formula does entry 2 have?
C4H8NO